[1]
The molecule C5H9N3O at a distorted geometry, computed with ωB97M-V/def2-TZVPD.

Summary:
SMILES = [H]/N=C(\C(N)=O)N(C)C=C
largest force on an atom = 3.88 eV/Å
orbital gap = 9.59 eV
relative energy (zero: lowest compared OMol25 entry of this formula, charge and spin) = 34.4 kcal/mol

```
! wB97M-V def2-TZVPD RIJCOSX def2/J DEFGRID3
* xyz 0 1
C 2.216 -0.162 -0.369
N 0.763 -0.255 -0.212
C 0.135 0.926 0.184
C -1.287 1.292 -0.346
N -1.786 0.487 -1.327
C 0.186 -1.389 0.490
C -0.967 -1.688 1.094
N 0.762 1.875 0.836
O -1.901 2.216 0.151
H -2.715 0.669 -1.676
H -1.272 -0.329 -1.630
H 0.095 2.652 0.969
H 0.881 -2.223 0.383
H 2.590 -1.039 -0.908
H 2.472 0.748 -0.929
H 2.733 -0.111 0.596
H -1.754 -0.965 1.263
H -1.151 -2.705 1.431
*
```

[2]
A structure of composition C28H40AgN7O3SSi2 at a distorted geometry, computed with ωB97M-V/def2-TZVPD.

Summary:
largest force on an atom = 1.81 eV/Å
orbital gap = 3.70 eV
relative energy (zero: lowest compared OMol25 entry of this formula, charge and spin) = 13.7 kcal/mol

```
! wB97M-V def2-TZVPD RIJCOSX def2/J DEFGRID3
* xyz -2 1
Ag 0.365 -0.067 0.162
C -0.852 2.104 3.863
Si 0.789 1.419 3.138
C 0.738 -0.454 3.450
C 2.188 2.106 4.246
N 0.990 1.659 1.479
C 1.053 2.836 0.794
C 1.037 4.087 1.434
C 1.107 5.299 0.749
C 1.171 5.290 -0.632
C 1.171 4.067 -1.308
C 1.137 2.826 -0.655
N 1.194 1.628 -1.318
Si 1.087 1.190 -2.928
C -0.620 0.560 -3.502
C 2.309 -0.268 -3.193
C 1.497 2.440 -4.337
H -1.103 1.649 4.826
H -1.656 1.884 3.155
H -0.819 3.190 3.998
H 0.440 -0.708 4.475
H 1.725 -0.873 3.253
H 0.032 -0.922 2.757
H 2.304 1.521 5.164
H 2.029 3.151 4.526
H 3.124 2.040 3.686
H 0.963 4.092 2.519
H 1.109 6.239 1.295
H 1.214 6.220 -1.192
H 1.197 4.069 -2.392
H -0.902 -0.355 -2.977
H -0.635 0.343 -4.576
H -1.396 1.305 -3.297
H 1.776 -1.223 -3.108
H 3.076 -0.232 -2.419
H 2.802 -0.253 -4.172
H 0.770 3.258 -4.345
H 1.461 1.960 -5.320
H 2.491 2.881 -4.210
C -6.194 -4.751 2.118
C -4.917 -4.254 1.493
C -3.899 -3.703 2.269
C -2.739 -3.218 1.690
C -2.579 -3.292 0.311
C -3.584 -3.840 -0.478
C -4.740 -4.322 0.112
S -1.290 -2.333 -0.459
O -0.056 -2.643 0.249
O -1.278 -2.672 -1.869
N -1.693 -0.874 -0.084
C -2.614 -0.037 -0.644
C -3.685 -0.446 -1.467
C -4.573 0.498 -1.936
C -4.397 1.835 -1.598
C -3.309 2.150 -0.796
N -2.452 1.259 -0.326
H -6.193 -4.581 3.195
H -6.318 -5.822 1.944
H -7.059 -4.242 1.689
H -4.031 -3.638 3.343
H -1.956 -2.764 2.284
H -3.429 -3.868 -1.549
H -5.532 -4.740 -0.500
H -3.776 -1.489 -1.735
H -5.397 0.199 -2.575
H -5.069 2.608 -1.948
H -3.102 3.180 -0.515
C 5.324 -2.109 -1.733
N 4.773 -1.214 -0.750
C 5.611 -0.278 -0.040
C 4.922 -0.230 1.349
O 5.372 0.378 2.294
N 3.779 -0.974 1.280
C 3.736 -1.530 0.096
N 2.796 -2.412 -0.296
H 5.610 -1.564 -2.635
H 4.590 -2.865 -2.001
H 6.214 -2.622 -1.341
H 5.568 0.719 -0.489
H 6.652 -0.600 0.032
H 1.916 -2.395 0.219
H 2.633 -2.462 -1.291
*
```

[3]
A cluster of 13 separate species, C31H86O18 in total at a distorted geometry, computed with ωB97M-V/def2-TZVPD.

Summary:
largest force on an atom = 2.63 eV/Å
orbital gap = 9.66 eV

```
! wB97M-V def2-TZVPD RIJCOSX def2/J DEFGRID3
* xyz 0 1
C -28.064 -26.317 -26.865
C -28.648 -27.384 -27.750
C -27.824 -27.349 -29.025
O -26.696 -26.547 -28.718
C -26.598 -26.372 -27.341
H -28.028 -26.445 -25.783
H -28.462 -25.348 -27.168
H -29.685 -27.146 -27.987
H -28.658 -28.404 -27.367
H -28.335 -26.979 -29.913
H -27.569 -28.367 -29.319
H -26.093 -25.434 -27.110
H -26.155 -27.301 -26.981
C -24.326 -28.593 -29.936
O -24.401 -27.177 -29.930
H -23.520 -29.087 -30.479
H -24.397 -28.826 -28.874
H -25.267 -28.984 -30.323
H -25.284 -26.955 -29.625
C -23.459 -25.611 -34.899
O -22.955 -25.598 -33.534
H -23.076 -26.413 -35.530
H -24.529 -25.405 -34.864
H -22.983 -24.699 -35.259
H -23.180 -26.383 -33.029
C -25.584 -19.529 -28.216
O -26.169 -18.683 -27.219
H -25.486 -20.543 -27.827
H -26.332 -19.612 -29.005
H -24.638 -19.127 -28.576
H -25.562 -18.650 -26.476
C -27.908 -18.807 -32.169
O -26.849 -19.373 -32.910
H -27.625 -17.793 -31.888
H -28.868 -18.693 -32.673
H -28.115 -19.369 -31.258
H -27.090 -20.293 -32.779
C -31.424 -20.000 -30.602
O -32.227 -21.006 -31.074
H -31.622 -19.561 -29.624
H -30.466 -20.503 -30.470
H -31.326 -19.229 -31.366
H -32.051 -21.050 -32.017
C -22.904 -24.444 -29.625
O -22.524 -25.143 -28.487
H -22.935 -24.938 -30.596
H -23.878 -24.009 -29.402
H -22.280 -23.589 -29.884
H -22.958 -25.996 -28.568
C -31.226 -24.084 -31.377
O -30.703 -24.764 -30.241
H -32.189 -23.706 -31.032
H -30.649 -23.187 -31.601
H -31.469 -24.724 -32.225
H -30.201 -24.132 -29.721
C -33.244 -23.716 -27.019
O -34.416 -22.928 -26.999
C -34.701 -21.939 -27.954
C -33.838 -20.650 -27.732
O -33.910 -20.439 -26.296
C -33.409 -19.148 -25.974
H -33.223 -24.291 -27.945
H -33.148 -24.450 -26.218
H -32.309 -23.181 -26.855
H -35.744 -21.638 -27.863
H -34.528 -22.420 -28.917
H -34.017 -19.737 -28.301
H -32.805 -20.924 -27.948
H -33.216 -19.038 -24.907
H -33.998 -18.354 -26.434
H -32.401 -19.159 -26.389
C -31.100 -28.673 -31.001
O -31.376 -29.429 -32.187
C -30.260 -30.124 -32.728
C -29.041 -29.161 -33.258
O -28.239 -28.479 -32.296
C -27.306 -27.604 -33.020
H -30.634 -29.235 -30.192
H -31.972 -28.160 -30.594
H -30.593 -27.741 -31.252
H -30.565 -30.826 -33.504
H -29.879 -30.851 -32.009
H -29.418 -28.493 -34.033
H -28.325 -29.850 -33.706
H -26.711 -27.041 -32.302
H -27.830 -26.835 -33.587
H -26.510 -28.122 -33.555
C -25.665 -24.102 -31.780
O -26.324 -23.002 -31.139
C -27.120 -23.374 -30.001
C -28.136 -22.327 -29.452
O -28.764 -22.928 -28.396
C -29.991 -22.355 -27.995
H -24.969 -23.899 -32.594
H -26.501 -24.650 -32.214
H -25.313 -24.905 -31.133
H -26.421 -23.570 -29.188
H -27.724 -24.257 -30.210
H -28.871 -22.190 -30.245
H -27.754 -21.330 -29.231
H -29.774 -21.293 -27.877
H -30.367 -22.797 -27.072
H -30.759 -22.551 -28.744
C -29.354 -19.037 -26.018
O -30.174 -19.592 -25.089
C -29.748 -19.620 -23.759
C -29.684 -21.023 -23.057
O -30.948 -21.530 -22.611
C -31.718 -22.182 -23.614
H -28.779 -18.194 -25.637
H -29.898 -18.712 -26.905
H -28.659 -19.833 -26.285
H -30.441 -19.008 -23.181
H -28.773 -19.142 -23.670
H -29.179 -20.793 -22.119
H -29.082 -21.793 -23.539
H -31.200 -23.036 -24.050
H -31.850 -21.425 -24.388
H -32.713 -22.448 -23.258
C -24.105 -23.981 -23.329
O -23.276 -22.787 -23.618
C -23.808 -21.927 -24.603
C -24.724 -22.589 -25.696
O -25.976 -23.000 -25.168
C -27.101 -22.287 -25.692
H -25.128 -23.612 -23.260
H -23.787 -24.668 -22.545
H -24.156 -24.733 -24.116
H -23.056 -21.271 -25.041
H -24.430 -21.248 -24.018
H -24.169 -23.393 -26.179
H -24.832 -21.807 -26.448
H -27.219 -22.644 -26.715
H -27.168 -21.220 -25.479
H -28.008 -22.669 -25.224
*
```

[4]
A structure of composition C34H30BN5O2STc at a distorted geometry, computed with ωB97M-V/def2-TZVPD.

Summary:
expectation value of S² = 0.7572
largest force on an atom = 2.16 eV/Å
orbital gap (alpha / beta) = 4.79 / 5.02 eV

```
! wB97M-V def2-TZVPD RIJCOSX def2/J DEFGRID3
* xyz 2 2
Tc 0.087 0.016 0.520
C -1.550 -2.460 0.247
N -0.147 -2.013 -0.022
C 0.227 -2.164 -1.454
C -0.044 -0.925 -2.272
C -0.143 -1.012 -3.647
C -0.267 0.148 -4.392
C -0.300 1.364 -3.733
C -0.215 1.373 -2.357
N -0.086 0.257 -1.623
C 0.775 -2.763 0.881
C 0.617 -2.267 2.294
C 0.833 -3.095 3.375
C 0.751 -2.570 4.657
C 0.442 -1.229 4.816
C 0.219 -0.465 3.689
N 0.304 -0.960 2.446
C -2.544 -1.361 0.010
C -3.841 -1.627 -0.388
C -4.708 -0.570 -0.598
C -4.240 0.724 -0.428
C -2.937 0.911 -0.021
N -2.100 -0.110 0.230
H -1.606 -2.778 1.289
H -1.784 -3.330 -0.368
H -0.281 -3.023 -1.893
H 1.299 -2.366 -1.491
H -0.111 -1.982 -4.128
H -0.337 0.102 -5.471
H -0.393 2.300 -4.268
H -0.260 2.296 -1.814
H 1.792 -2.556 0.552
H 0.599 -3.839 0.823
H 1.072 -4.138 3.212
H 0.923 -3.202 5.518
H 0.368 -0.777 5.794
H -0.028 0.585 3.778
H -4.159 -2.650 -0.542
H -5.730 -0.753 -0.907
H -4.871 1.582 -0.615
H -2.526 1.902 0.096
C -1.707 2.279 2.703
C -0.245 2.558 2.797
C 0.255 3.302 3.833
C 1.616 3.556 3.960
C 2.540 2.881 3.131
C 3.920 2.966 3.367
C 4.794 2.222 2.605
C 4.299 1.365 1.632
C 2.929 1.251 1.377
S 2.361 0.107 0.178
C 2.051 2.041 2.104
N 0.632 2.090 1.727
H -2.187 2.540 3.644
H -1.887 1.222 2.491
H -2.182 2.869 1.919
H -0.443 3.684 4.566
H 1.980 4.209 4.744
H 4.274 3.610 4.162
H 5.861 2.286 2.775
H 4.978 0.749 1.054
O -0.765 3.470 0.154
B 0.472 3.106 0.644
O 1.512 3.811 0.105
C 0.895 4.678 -0.802
C 1.487 5.606 -1.620
C 0.617 6.349 -2.421
C -0.762 6.155 -2.383
C -1.342 5.209 -1.537
C -0.467 4.491 -0.763
H 2.558 5.748 -1.639
H 1.025 7.098 -3.086
H -1.401 6.757 -3.015
H -2.411 5.055 -1.492
*
```

[5]
A structure of composition C26H32NO6Yb at a distorted geometry, computed with ωB97M-V/def2-TZVPD.

Summary:
expectation value of S² = 0.7509
largest force on an atom = 3.49 eV/Å
orbital gap (alpha / beta) = 7.34 / 7.35 eV
relative energy (zero: lowest compared OMol25 entry of this formula, charge and spin) = 0.0 kcal/mol

```
! wB97M-V def2-TZVPD RIJCOSX def2/J DEFGRID3
* xyz 0 2
O 0.173 -0.122 -5.886
C 0.189 1.202 -6.522
C 0.179 0.806 -7.974
H 1.135 1.742 -6.332
H -0.737 1.766 -6.310
C 0.243 -0.580 -7.306
H 1.092 1.135 -8.491
H -0.772 1.087 -8.452
C 1.572 -1.263 -7.613
H 2.436 -0.638 -7.328
H 1.593 -1.498 -8.694
H 1.635 -2.204 -7.059
C -0.976 -1.409 -7.678
H -1.893 -0.856 -7.418
H -0.942 -2.350 -7.115
H -0.930 -1.616 -8.763
Yb -0.341 -0.492 -0.299
C -2.827 -0.577 0.822
C -2.509 0.807 0.909
C -2.377 1.318 -0.410
H -2.471 1.418 1.811
C -2.672 0.259 -1.324
C -2.963 -0.913 -0.560
H -3.245 -1.888 -0.967
H -2.980 -1.243 1.674
H -2.160 2.356 -0.668
H -2.716 0.366 -2.410
C 1.440 -2.271 0.931
C 0.639 -3.007 0.007
C 0.983 -2.571 -1.311
H -0.108 -3.761 0.271
C 2.006 -1.581 -1.188
C 2.287 -1.403 0.194
H 3.076 -0.766 0.594
H 1.434 -2.375 2.017
H 0.523 -2.882 -2.249
H 2.522 -1.067 -1.991
O 2.309 1.652 -3.972
C 1.209 0.824 -3.353
C -0.163 1.542 -3.500
H 1.430 0.849 -2.242
H 1.252 -0.211 -3.755
C 0.296 3.020 -3.871
H -0.687 1.538 -2.509
H -0.892 1.157 -4.214
C 1.828 2.991 -3.532
H -0.299 3.716 -3.233
H 0.180 3.192 -4.953
H 1.844 2.980 -2.395
H 2.560 3.738 -3.916
O -0.017 -0.265 2.015
C 0.595 0.860 1.897
O 0.755 1.371 0.726
C 1.104 1.473 3.201
C 1.436 2.840 3.349
C 1.795 3.384 4.590
C 1.880 2.568 5.731
C 1.564 1.202 5.610
C 1.198 0.673 4.366
N 2.224 3.113 7.011
O 2.474 4.335 7.126
O 2.275 2.328 7.990
H 1.427 3.489 2.478
H 2.022 4.439 4.733
H 1.619 0.634 6.537
H 1.005 -0.401 4.353
*
```

[6]
A structure of composition C20H32BN5NiO4P at a distorted geometry, computed with ωB97M-V/def2-TZVPD.

Summary:
expectation value of S² = 2.0056
largest force on an atom = 1.25 eV/Å
orbital gap (alpha / beta) = 8.04 / 7.80 eV
relative energy (zero: lowest compared OMol25 entry of this formula, charge and spin) = 0.0 kcal/mol

```
! wB97M-V def2-TZVPD RIJCOSX def2/J DEFGRID3
* xyz 1 3
Ni 0.059 0.865 0.216
C -2.116 2.433 -3.182
C -1.250 2.556 -1.957
O -0.547 1.617 -1.567
N -1.285 3.737 -1.327
C -0.494 4.034 -0.137
C -1.138 3.529 1.133
C -1.760 4.382 2.029
C -2.323 3.860 3.185
C -2.244 2.495 3.407
C -1.603 1.708 2.469
N -1.060 2.214 1.358
H -1.804 1.567 -3.758
H -2.055 3.328 -3.798
H -3.155 2.296 -2.877
H -1.918 4.444 -1.660
H -0.354 5.110 -0.085
H 0.478 3.545 -0.239
H -1.797 5.445 1.831
H -2.810 4.508 3.901
H -2.665 2.045 4.294
H -1.510 0.636 2.600
O 2.858 2.272 0.709
B 1.991 1.186 0.826
O 2.720 0.059 1.224
C 4.035 0.450 1.307
C 5.157 -0.307 1.570
C 6.379 0.356 1.533
C 6.461 1.713 1.240
C 5.326 2.466 0.959
C 4.119 1.802 0.995
H 5.093 -1.367 1.774
H 7.286 -0.201 1.727
H 7.430 2.194 1.226
H 5.386 3.516 0.707
C -2.106 -3.262 1.874
N -1.507 -3.450 0.556
C -2.027 -4.590 -0.184
P -0.891 -2.153 -0.269
O -0.840 -0.970 0.652
N 0.537 -2.673 -0.915
C 1.326 -1.742 -1.712
C 1.198 -3.925 -0.591
N -1.806 -1.761 -1.609
C -3.073 -1.085 -1.366
C -1.759 -2.509 -2.854
H -1.896 -4.134 2.497
H -3.192 -3.134 1.810
H -1.671 -2.387 2.346
H -1.847 -5.503 0.386
H -1.525 -4.687 -1.146
H -3.106 -4.505 -0.358
H 0.907 -0.737 -1.657
H 1.349 -2.031 -2.768
H 2.347 -1.697 -1.336
H 0.655 -4.449 0.191
H 2.211 -3.737 -0.228
H 1.266 -4.569 -1.473
H -3.014 -0.508 -0.445
H -3.906 -1.793 -1.287
H -3.291 -0.404 -2.191
H -0.869 -3.135 -2.881
H -1.714 -1.817 -3.700
H -2.642 -3.144 -2.976
*
```